Record 1
{"formula": "C4H12O", "method": "ωB97M-V/def2-TZVPD", "symbols": ["C", "C", "C", "H", "H", "H", "H", "H", "H", "H", "H", "C", "O", "H", "H", "H", "H"], "positions_angstrom": [[1.43, 0.40, 1.00], [0.80, 1.19, -0.15], [2.93, 0.55, 1.17], [0.90, 0.61, 1.90], [1.14, -0.64, 0.85], [1.48, 1.33, -0.99], [0.54, 2.19, 0.20], [3.34, -0.35, 1.59], [3.38, 0.68, 0.18], [-0.05, 0.73, -0.63], [3.22, 1.39, 1.74], [-2.67, -1.15, -0.30], [-2.22, -0.98, -1.66], [-2.43, -0.08, -1.95], [-1.97, -0.76, 0.39], [-2.57, -2.23, -0.12], [-3.69, -0.79, -0.31]], "mulliken_charge": [-0.1741, -0.9204, -1.1726, 0.3419, 0.2482, 0.3385, 0.2736, 0.3286, 0.3070, 0.1297, 0.3100, -0.4531, -0.5174, 0.2940, 0.1811, 0.2056, 0.2795], "orbital_gap_ha": 0.4207, "smiles": "CCC.CO", "e_tot_ha": -234.79852, "multiplicity": 1, "de_lowest_kj_mol": 89.5, "lumo_energy_ha": 0.0358}



Record 2
{"formula": "C35H52AsOP3RhSe", "method": "ωB97M-V/def2-TZVPD", "symbols": ["Rh", "P", "P", "P", "H", "C", "C", "H", "C", "C", "C", "C", "C", "C", "C", "C", "C", "H", "H", "H", "H", "H", "H", "H", "H", "H", "H", "H", "H", "H", "H", "H", "H", "H", "H", "H", "H", "H", "H", "H", "H", "H", "H", "H", "H", "H", "C", "C", "C", "C", "C", "C", "Se", "H", "H", "H", "H", "H", "H", "O", "As", "C", "C", "C", "C", "C", "C", "C", "C", "C", "C", "C", "C", "C", "C", "C", "C", "C", "C", "H", "H", "H", "H", "H", "H", "H", "H", "H", "H", "H", "H", "H", "H", "H"], "positions_angstrom": [[-1.22, -1.50, -1.80], [-2.46, -1.30, 0.15], [0.47, -2.87, -0.83], [-3.04, -1.08, -3.12], [-2.60, 2.60, 1.46], [-2.47, 2.82, 0.39], [-3.60, 3.05, -0.41], [-4.61, 2.96, 0.00], [-1.51, -0.74, 1.60], [-2.98, -3.03, 0.49], [-4.05, -0.39, 0.30], [2.04, -1.98, -0.93], [0.42, -3.49, 0.89], [0.65, -4.41, -1.80], [-3.32, 0.72, -3.15], [-4.59, -1.94, -2.66], [-2.88, -1.55, -4.89], [-1.54, 3.33, 0.14], [-3.49, 3.42, -1.43], [-1.52, 0.35, 1.65], [-0.46, -1.03, 1.49], [-1.93, -1.16, 2.53], [-2.39, -3.74, -0.11], [-4.04, -3.16, 0.22], [-2.85, -3.25, 1.55], [-3.94, 0.65, -0.03], [-4.34, -0.38, 1.36], [-4.84, -0.86, -0.28], [2.83, -2.55, -0.41], [1.91, -0.99, -0.44], [2.33, -1.83, -1.98], [1.02, -4.42, 0.94], [-0.60, -3.73, 1.21], [0.86, -2.77, 1.58], [1.11, -5.18, -1.16], [1.29, -4.25, -2.68], [-0.33, -4.77, -2.13], [-4.32, 0.92, -3.56], [-2.57, 1.19, -3.80], [-3.24, 1.17, -2.16], [-5.03, -2.37, -3.57], [-5.31, -1.24, -2.22], [-4.38, -2.75, -1.96], [-3.89, -1.64, -5.31], [-2.37, -2.51, -4.99], [-2.33, -0.79, -5.46], [0.23, 0.16, -3.85], [0.32, 1.03, -2.75], [0.28, 2.41, -2.95], [0.19, 2.94, -4.24], [0.17, 2.07, -5.34], [0.22, 0.68, -5.16], [-0.06, -1.77, -3.61], [-2.05, 1.35, -0.24], [0.37, 0.62, -1.74], [0.32, 3.07, -2.08], [0.15, 4.02, -4.39], [0.12, 2.47, -6.36], [0.22, -0.01, -6.00], [1.18, 0.46, 0.56], [2.08, 0.82, 1.94], [0.98, 1.88, 3.14], [0.93, 1.61, 4.51], [0.08, 2.37, 5.33], [-0.68, 3.40, 4.79], [-0.59, 3.70, 3.42], [0.25, 2.95, 2.60], [2.60, -0.87, 2.75], [1.74, -1.52, 3.65], [2.10, -2.79, 4.14], [3.29, -3.39, 3.72], [4.14, -2.73, 2.83], [3.80, -1.46, 2.35], [3.59, 1.90, 1.38], [3.68, 2.29, 0.03], [4.75, 3.10, -0.37], [5.71, 3.51, 0.56], [5.61, 3.12, 1.90], [4.54, 2.32, 2.32], [1.55, 0.82, 4.94], [0.03, 2.14, 6.40], [-1.35, 3.98, 5.43], [-1.18, 4.51, 2.99], [0.34, 3.17, 1.53], [0.81, -1.05, 3.97], [1.44, -3.29, 4.85], [3.56, -4.38, 4.10], [5.07, -3.20, 2.50], [4.47, -0.92, 1.66], [2.92, 1.96, -0.67], [4.83, 3.41, -1.42], [6.55, 4.14, 0.24], [6.36, 3.44, 2.63], [4.45, 2.01, 3.36]], "lowdin_spin": [1.2950, 0.0641, 0.2203, 0.1618, -0.0037, 0.0385, 0.5038, 0.0236, 0.0362, 0.0248, 0.0121, 0.0650, 0.0387, 0.0261, 0.0574, 0.0167, 0.0381, 0.0060, 0.0219, 0.0096, 0.0001, 0.0033, 0.0050, 0.0003, 0.0035, 0.0119, -0.0007, 0.0008, 0.0124, 0.0026, 0.0109, 0.0075, 0.0013, 0.0007, 0.0035, 0.0051, 0.0027, 0.0111, 0.0003, 0.0126, 0.0020, 0.0012, 0.0026, 0.0043, 0.0096, 0.0027, 0.0814, 0.0766, 0.0059, 0.0743, 0.0127, 0.0441, 0.6178, 0.2616, 0.0121, -0.0011, 0.0033, -0.0004, 0.0008, 0.0325, 0.0012, 0.0002, 0.0000, 0.0000, -0.0001, -0.0001, -0.0001, -0.0001, 0.0000, 0.0001, 0.0002, 0.0005, 0.0004, 0.0022, 0.0000, 0.0001, -0.0001, 0.0003, 0.0004, 0.0000, 0.0000, 0.0000, -0.0002, 0.0000, 0.0000, 0.0000, 0.0000, 0.0000, 0.0000, 0.0000, 0.0000, 0.0000, 0.0000, 0.0000], "total_charge": 3, "orbital_gap_ha": [0.2328, 0.1082], "e_tot_ha": -7210.79256, "multiplicity": 5, "s_squared": 6.0434, "de_lowest_kj_mol": 114.3, "lumo_energy_ha": [-0.3271, -0.4601]}



Record 3
{"formula": "C45H76ClF3N4O7", "method": "ωB97M-V/def2-TZVPD", "symbols": ["C", "C", "C", "C", "C", "C", "C", "C", "C", "C", "F", "C", "F", "F", "O", "C", "N", "O", "C", "C", "C", "O", "C", "N", "C", "C", "C", "C", "Cl", "O", "C", "C", "C", "C", "C", "O", "C", "C", "H", "H", "H", "H", "H", "H", "H", "H", "H", "H", "H", "H", "H", "H", "H", "H", "H", "H", "H", "H", "H", "H", "H", "H", "H", "H", "H", "H", "H", "H", "H", "H", "H", "H", "H", "H", "H", "H", "H", "H", "C", "C", "C", "C", "C", "C", "N", "O", "C", "C", "C", "H", "H", "H", "H", "H", "H", "H", "H", "H", "H", "H", "H", "H", "H", "H", "H", "H", "H", "C", "C", "C", "C", "C", "C", "N", "O", "C", "C", "C", "H", "H", "H", "H", "H", "H", "H", "H", "H", "H", "H", "H", "H", "H", "H", "H", "H", "H"], "positions_angstrom": [[1.31, 6.56, -7.40], [1.18, 5.23, -6.58], [0.68, 3.98, -7.16], [0.60, 2.76, -6.37], [0.99, 2.71, -4.96], [0.97, 1.44, -4.05], [-0.48, 1.04, -3.51], [-0.58, -0.54, -3.73], [-1.88, -1.18, -3.09], [-1.41, -2.35, -2.13], [-1.65, -3.69, -2.42], [-0.72, -2.12, -0.97], [0.31, -2.96, -0.61], [-0.96, -1.09, -0.13], [-1.57, 1.78, -4.13], [-2.00, 1.24, -5.27], [-2.50, 0.70, -6.16], [-0.63, 1.18, -2.11], [-0.39, 2.54, -1.65], [-1.68, 2.98, -0.87], [-2.95, 3.22, -1.75], [-3.71, 4.28, -1.10], [-3.93, 1.98, -1.86], [-4.20, 1.34, -0.55], [0.96, 2.54, -0.82], [0.98, 3.19, 0.60], [2.13, 4.32, 0.72], [1.38, 5.72, 0.61], [2.30, 6.74, -0.63], [1.41, 1.16, -0.69], [2.82, 1.08, -0.47], [3.63, 0.37, -1.62], [2.98, -0.97, -2.15], [4.17, -2.01, -2.39], [3.73, -3.20, -3.33], [4.41, -4.41, -2.89], [1.48, 3.99, -4.39], [1.59, 5.23, -5.17], [0.56, 6.58, -8.23], [2.32, 6.53, -7.90], [1.30, 7.48, -6.76], [0.36, 4.02, -8.24], [0.22, 1.83, -6.87], [1.72, 1.58, -3.24], [1.35, 0.59, -4.69], [-0.37, -0.84, -4.79], [0.29, -0.94, -3.13], [-2.48, -1.67, -3.90], [-2.47, -0.48, -2.45], [-0.26, 3.27, -2.50], [-1.89, 2.23, -0.07], [-1.44, 3.99, -0.40], [-2.66, 3.61, -2.77], [-4.33, 4.59, -1.78], [-4.92, 2.39, -2.21], [-3.60, 1.25, -2.65], [-5.05, 0.76, -0.63], [-3.39, 0.75, -0.34], [1.77, 3.04, -1.45], [1.29, 2.40, 1.35], [0.05, 3.66, 0.99], [2.52, 4.23, 1.78], [2.92, 4.19, -0.06], [1.34, 6.23, 1.61], [0.34, 5.61, 0.21], [2.96, 0.44, 0.46], [3.33, 2.05, -0.25], [3.74, 1.12, -2.46], [4.67, 0.15, -1.25], [2.55, -0.78, -3.18], [2.22, -1.35, -1.42], [5.00, -1.43, -2.88], [4.52, -2.38, -1.38], [4.05, -3.00, -4.39], [2.62, -3.35, -3.22], [4.07, -5.10, -3.48], [1.83, 4.03, -3.33], [2.00, 6.13, -4.65], [4.12, -0.34, 4.84], [4.25, 1.20, 4.74], [5.18, 1.75, 5.84], [4.55, 1.81, 7.22], [3.20, 2.52, 7.18], [2.25, 1.91, 6.14], [2.88, 1.80, 4.79], [2.94, 3.02, 4.27], [1.79, 0.52, 6.64], [0.94, 2.72, 6.10], [4.96, 1.43, 3.39], [3.11, -0.68, 4.60], [4.76, -0.86, 4.12], [4.38, -0.72, 5.83], [5.49, 2.77, 5.57], [6.09, 1.16, 5.88], [4.44, 0.80, 7.64], [5.22, 2.35, 7.90], [2.74, 2.49, 8.17], [3.37, 3.58, 6.95], [1.15, 0.03, 5.91], [1.22, 0.61, 7.57], [2.61, -0.16, 6.88], [1.11, 3.77, 5.86], [0.45, 2.70, 7.08], [0.24, 2.31, 5.37], [4.35, 1.09, 2.55], [5.91, 0.89, 3.36], [5.21, 2.48, 3.22], [-5.84, -4.20, 1.88], [-5.88, -5.75, 1.83], [-5.02, -6.36, 2.95], [-3.52, -6.31, 2.68], [-3.19, -6.87, 1.30], [-3.99, -6.18, 0.19], [-5.46, -6.19, 0.46], [-5.91, -7.43, 0.28], [-3.47, -4.74, 0.01], [-3.66, -6.85, -1.16], [-7.35, -6.10, 2.15], [-5.84, -3.76, 0.87], [-6.72, -3.78, 2.37], [-4.98, -3.81, 2.42], [-5.29, -7.41, 3.08], [-5.24, -5.87, 3.90], [-3.15, -5.28, 2.78], [-2.99, -6.89, 3.45], [-2.12, -6.75, 1.12], [-3.38, -7.94, 1.30], [-4.05, -4.20, -0.75], [-2.43, -4.74, -0.32], [-3.49, -4.15, 0.92], [-3.87, -7.92, -1.16], [-2.59, -6.75, -1.38], [-4.21, -6.39, -1.98], [-8.03, -5.71, 1.39], [-7.64, -5.65, 3.11], [-7.52, -7.17, 2.25]], "lowdin_spin": [0.0000, 0.0000, 0.0000, 0.0000, 0.0000, 0.0000, 0.0000, 0.0000, 0.0000, -0.0002, -0.0001, 0.0002, 0.0000, 0.0000, 0.0000, 0.0000, 0.0000, 0.0000, 0.0000, 0.0000, 0.0000, 0.0000, 0.0000, 0.0000, 0.0000, -0.0001, 0.0004, 0.0000, 0.0000, 0.0000, 0.0000, 0.0000, 0.0000, 0.0000, 0.0000, 0.0000, 0.0000, 0.0000, 0.0000, 0.0000, 0.0000, 0.0000, 0.0000, 0.0000, 0.0000, 0.0000, 0.0000, 0.0000, 0.0000, 0.0000, 0.0000, 0.0000, 0.0000, 0.0000, 0.0000, 0.0000, 0.0000, 0.0000, 0.0000, -0.0001, 0.0000, 0.0002, 0.0000, 0.0000, 0.0000, 0.0001, 0.0000, 0.0000, 0.0000, 0.0000, 0.0000, 0.0000, 0.0000, 0.0000, 0.0000, 0.0000, 0.0000, 0.0000, 0.0024, 0.0249, 0.0140, 0.0008, 0.0138, 0.0259, 0.3424, 0.5666, 0.0011, -0.0006, -0.0008, 0.0016, -0.0004, -0.0001, 0.0024, 0.0011, 0.0003, 0.0008, 0.0010, 0.0028, 0.0010, -0.0004, 0.0000, -0.0007, -0.0003, 0.0003, 0.0002, -0.0003, -0.0005, 0.0023, 0.0244, 0.0135, 0.0008, 0.0135, 0.0255, 0.3351, 0.5767, 0.0011, -0.0007, -0.0008, 0.0016, -0.0004, -0.0001, 0.0025, 0.0011, 0.0003, 0.0008, 0.0010, 0.0028, 0.0011, -0.0004, 0.0000, -0.0007, -0.0003, 0.0002, 0.0002, -0.0003, -0.0006], "orbital_gap_ha": [0.3355, 0.3174], "e_tot_ha": -3265.36848, "multiplicity": 3, "s_squared": 2.0085, "de_lowest_kj_mol": 282.1, "lumo_energy_ha": [0.0160, -0.0097]}



Among the records above, which one has the highest multiplicity? C35H52AsOP3RhSe



Please write out number 1 again, unchanged.
{"formula": "C4H12O", "method": "ωB97M-V/def2-TZVPD", "symbols": ["C", "C", "C", "H", "H", "H", "H", "H", "H", "H", "H", "C", "O", "H", "H", "H", "H"], "positions_angstrom": [[1.43, 0.40, 1.00], [0.80, 1.19, -0.15], [2.93, 0.55, 1.17], [0.90, 0.61, 1.90], [1.14, -0.64, 0.85], [1.48, 1.33, -0.99], [0.54, 2.19, 0.20], [3.34, -0.35, 1.59], [3.38, 0.68, 0.18], [-0.05, 0.73, -0.63], [3.22, 1.39, 1.74], [-2.67, -1.15, -0.30], [-2.22, -0.98, -1.66], [-2.43, -0.08, -1.95], [-1.97, -0.76, 0.39], [-2.57, -2.23, -0.12], [-3.69, -0.79, -0.31]], "mulliken_charge": [-0.1741, -0.9204, -1.1726, 0.3419, 0.2482, 0.3385, 0.2736, 0.3286, 0.3070, 0.1297, 0.3100, -0.4531, -0.5174, 0.2940, 0.1811, 0.2056, 0.2795], "orbital_gap_ha": 0.4207, "smiles": "CCC.CO", "e_tot_ha": -234.79852, "multiplicity": 1, "de_lowest_kj_mol": 89.5, "lumo_energy_ha": 0.0358}